78
Properties=species:S:1:pos:R:3:forces:R:3 method="wB97M-V/def2-TZVPD" charge=-1 orbital_gap_ev=6.13 homo_energy_ev=-4.23 e_tot_ha=-3238.0035
Cs 1.415 -0.097 -0.839 0.3 -1.2 0.4
Cl -1.433 6.729 0.680 0.0 0.0 0.0
C -1.288 5.124 0.017 -0.2 0.0 -0.2
C -0.397 4.238 0.570 0.2 0.0 0.0
C -0.222 2.930 0.098 0.2 -0.1 0.4
N 0.637 2.089 0.859 -0.1 0.2 0.0
C 1.898 2.455 0.984 -0.2 0.2 0.1
O 2.538 3.355 0.400 0.1 0.0 -0.1
C 2.702 1.667 2.019 -0.1 -0.3 -0.1
C 3.113 2.321 3.182 0.0 0.0 0.0
C 3.849 1.630 4.120 0.0 -0.1 0.0
C 4.185 0.301 3.868 0.0 0.1 0.1
C 3.760 -0.261 2.681 -0.1 0.0 -0.1
N 3.032 0.391 1.771 -0.1 0.4 0.2
C -1.003 2.505 -0.996 -0.1 -0.2 -0.1
C -1.911 3.428 -1.537 0.0 -0.2 -0.2
C -2.065 4.706 -1.060 0.1 0.1 0.2
Cl -3.230 5.767 -1.805 0.0 0.0 0.0
N -1.009 1.174 -1.500 -0.3 0.5 0.0
C -0.961 1.036 -2.812 0.0 0.0 0.1
O -0.749 1.890 -3.706 0.0 0.0 -0.1
C -1.176 -0.384 -3.348 0.1 0.0 0.2
C -2.045 -0.538 -4.431 0.0 0.1 0.0
C -2.252 -1.791 -4.963 0.1 -0.1 0.0
C -1.554 -2.869 -4.424 -0.1 0.1 -0.1
C -0.690 -2.622 -3.377 0.1 0.0 0.1
N -0.499 -1.417 -2.835 -0.4 0.1 -0.1
H 0.207 4.553 1.410 0.0 0.0 0.0
H 2.846 3.359 3.326 0.0 0.0 0.0
H 4.166 2.113 5.037 0.0 0.0 0.0
H 4.766 -0.281 4.571 0.0 0.0 0.0
H 4.005 -1.290 2.438 0.0 0.0 0.0
H -2.511 3.113 -2.380 0.0 0.0 0.0
H -2.526 0.346 -4.829 0.0 0.0 0.0
H -2.937 -1.932 -5.791 0.0 0.0 0.0
H -1.673 -3.873 -4.811 0.0 0.0 0.0
H -0.113 -3.433 -2.943 0.0 0.0 0.0
C 2.462 2.544 -3.047 -0.3 -0.1 0.2
P 3.514 1.176 -3.527 0.2 -0.1 0.0
C 5.198 1.833 -3.508 -0.1 0.0 0.0
C 3.111 0.864 -5.260 0.0 0.0 0.1
O 3.397 -0.071 -2.705 0.4 0.3 -0.6
H 2.740 3.451 -3.587 0.0 0.0 0.0
H 2.517 2.747 -1.972 0.1 0.0 0.0
H 1.422 2.305 -3.300 0.0 0.1 0.0
H 5.287 2.705 -4.156 0.0 0.0 0.0
H 5.897 1.058 -3.821 0.0 0.0 0.0
H 5.423 2.121 -2.480 0.0 0.0 0.0
H 3.220 1.765 -5.864 0.0 0.0 0.0
H 2.072 0.533 -5.296 0.0 0.0 0.0
H 3.754 0.073 -5.644 0.0 0.0 0.0
C 0.071 -0.634 3.005 -0.1 -0.1 0.2
C 0.039 -2.046 2.538 0.1 0.0 -0.4
N 0.486 -2.463 1.376 0.0 -0.1 0.3
C 0.261 -3.825 1.351 0.1 0.1 -0.2
C -0.336 -4.232 2.496 -0.1 0.0 0.1
N -0.466 -3.092 3.265 -0.1 0.1 0.1
C -1.275 -2.980 4.444 0.0 0.0 -0.1
N -2.675 -3.212 4.141 0.0 0.0 0.0
N -3.380 -4.050 4.926 -0.1 -0.1 0.0
N -4.586 -4.126 4.506 0.0 0.1 -0.1
C -4.704 -3.318 3.393 -0.1 -0.1 0.1
C -5.808 -3.070 2.566 0.1 0.0 0.1
C -5.617 -2.226 1.502 0.0 0.0 0.0
C -4.358 -1.633 1.248 -0.1 0.0 0.0
C -3.268 -1.862 2.049 0.0 -0.1 0.2
C -3.472 -2.721 3.143 0.1 0.1 -0.1
H 0.229 0.020 2.152 0.0 0.2 -0.1
H 0.884 -0.470 3.718 0.0 0.0 0.0
H -0.863 -0.343 3.488 0.0 0.1 0.0
H 0.544 -4.416 0.496 0.0 0.0 0.0
H -0.698 -5.183 2.846 0.0 0.0 -0.1
H -1.130 -1.987 4.865 0.0 0.0 0.0
H -1.005 -3.727 5.188 0.0 0.0 0.0
H -6.763 -3.536 2.766 0.0 0.0 0.0
H -6.447 -2.014 0.842 0.0 0.0 0.0
H -4.236 -0.980 0.393 0.0 0.0 0.0
H -2.315 -1.410 1.820 0.0 0.0 0.0

***

73
Properties=species:S:1:pos:R:3:forces:R:3 method="wB97M-V/def2-TZVPD" charge=-1 orbital_gap_ev="7.34 / 6.74" homo_energy_ev="-4.70 / -4.85" multiplicity=5 e_tot_ha=-3798.1502
Co 0.394 -0.440 0.543 -0.3 0.3 -0.1
O 0.245 -4.546 0.155 0.0 0.1 -0.1
C 0.618 -3.434 0.494 -0.1 0.3 0.0
O 0.168 -2.314 0.022 0.5 -0.3 0.4
C 1.710 -3.353 1.555 -0.1 0.5 0.0
C 2.339 -4.512 1.978 0.1 -0.3 0.1
C 3.350 -4.415 2.920 -0.1 0.0 -0.1
C 3.685 -3.164 3.418 0.1 0.0 0.1
C 2.987 -2.061 2.955 -0.3 0.0 -0.3
N 2.019 -2.150 2.035 0.1 0.1 0.1
H 2.016 -5.457 1.560 0.0 0.1 0.0
H 3.876 -5.299 3.259 0.0 0.0 0.0
H 4.470 -3.040 4.157 -0.1 0.0 -0.1
H 3.204 -1.069 3.333 -0.1 0.0 -0.1
C -2.698 2.704 1.061 0.0 0.0 0.0
S -1.045 3.265 0.600 0.0 -0.1 0.0
C -0.433 3.851 2.196 0.0 0.0 0.0
H -3.430 3.509 1.015 0.0 0.0 0.0
H -2.672 2.272 2.065 0.0 0.0 -0.1
H -2.968 1.915 0.361 -0.1 0.0 0.0
H -0.992 3.367 3.001 0.1 0.0 -0.1
H -0.515 4.935 2.289 0.0 -0.1 0.1
H 0.614 3.550 2.268 0.0 0.1 0.1
C -0.645 1.352 -6.299 0.0 0.0 0.1
C -1.200 0.240 -5.673 0.0 0.0 0.1
C -1.088 0.070 -4.299 0.1 -0.1 -0.2
C -0.420 1.012 -3.508 0.0 0.2 0.1
C 0.146 2.116 -4.156 0.0 0.0 0.0
C 0.033 2.291 -5.532 0.0 0.0 0.1
C -0.223 0.865 -2.040 -0.2 -0.1 -0.3
C -0.857 0.036 -1.202 0.2 -0.2 0.1
C -2.126 -0.639 -1.545 -0.2 0.1 0.0
C -2.385 -2.003 -1.370 0.0 0.0 -0.1
C -3.620 -2.543 -1.712 0.1 0.1 0.0
C -4.637 -1.745 -2.217 0.1 -0.1 0.0
C -4.404 -0.387 -2.389 0.2 0.2 0.0
C -3.168 0.155 -2.059 -0.1 -0.1 0.3
H -0.729 1.474 -7.373 0.0 0.0 0.0
H -1.723 -0.505 -6.263 0.0 0.0 0.1
H -1.515 -0.808 -3.829 0.1 0.1 -0.2
H 0.683 2.852 -3.560 0.0 -0.1 -0.1
H 0.476 3.161 -6.005 0.0 -0.1 0.0
H 0.540 1.508 -1.629 0.3 0.0 0.0
H -1.604 -2.634 -0.969 -0.1 0.0 -0.1
H -3.788 -3.604 -1.571 0.0 0.0 0.0
H -5.600 -2.176 -2.470 0.0 0.0 0.0
H -5.185 0.254 -2.783 0.0 0.0 0.0
H -2.981 1.214 -2.202 -0.1 0.0 0.0
F 1.067 0.417 3.555 0.3 -0.1 0.0
C -0.191 -0.078 3.479 0.2 0.3 -0.1
C -0.804 -0.225 2.256 0.3 -0.3 -0.2
C -2.120 -0.615 2.343 -0.1 0.0 -0.2
F -2.873 -0.739 1.237 -0.1 -0.1 -0.2
C -2.767 -0.909 3.525 0.1 0.1 0.0
F -4.040 -1.300 3.539 -0.5 -0.1 0.0
C -2.086 -0.787 4.714 0.2 0.1 -0.4
F -2.684 -1.059 5.862 -0.4 -0.2 0.7
C -0.782 -0.352 4.693 0.0 0.0 -0.1
F -0.122 -0.192 5.842 0.2 0.1 0.4
C 4.026 1.048 1.053 0.0 -0.1 0.3
C 2.937 1.285 0.006 0.1 -0.2 0.1
C 3.354 0.580 -1.286 -0.1 -0.1 -0.1
C 2.823 2.795 -0.221 -0.2 0.1 0.1
O 1.719 0.779 0.498 0.0 0.0 -0.2
H 4.932 1.619 0.810 -0.1 -0.1 0.0
H 4.282 -0.018 1.104 -0.1 0.2 0.0
H 3.653 1.371 2.033 0.1 -0.1 -0.1
H 4.387 0.842 -1.556 -0.2 0.0 0.1
H 2.697 0.848 -2.118 0.0 0.0 0.0
H 3.288 -0.505 -1.139 0.1 0.2 0.0
H 3.711 3.176 -0.745 -0.2 -0.1 0.1
H 2.734 3.312 0.743 0.0 -0.1 -0.2
H 1.935 3.037 -0.812 0.1 -0.1 0.0

***

75
Properties=species:S:1:pos:R:3:forces:R:3 method="wB97M-V/def2-TZVPD" charge=0 orbital_gap_ev="6.24 / 7.96" homo_energy_ev="-5.98 / -7.69" multiplicity=5 e_tot_ha=-3479.2306
Cr -0.175 -0.264 0.742 -0.4 -0.3 -0.3
C -1.343 2.823 -0.146 0.2 0.0 0.0
C -0.536 3.270 -1.392 -0.1 0.0 0.0
C -0.645 2.485 -2.680 0.1 0.0 0.1
C -1.565 2.850 -3.651 0.0 0.0 0.0
C -1.574 2.177 -4.861 0.0 0.1 0.0
C -0.660 1.161 -5.063 0.0 0.0 0.0
C 0.213 0.855 -4.036 0.0 0.0 0.0
N 0.238 1.501 -2.873 -0.2 0.2 -0.2
N -0.618 2.068 0.922 -0.1 0.0 0.3
C 0.646 2.699 1.333 -0.1 0.0 -0.2
C 1.527 1.735 2.105 0.1 0.5 -0.1
C 2.833 2.082 2.430 -0.2 0.2 -0.1
C 3.613 1.185 3.129 0.1 0.1 0.0
C 3.048 -0.025 3.487 -0.1 -0.3 0.2
C 1.748 -0.294 3.106 0.2 -0.4 0.2
N 0.995 0.556 2.404 0.5 0.3 0.8
C -1.485 2.063 2.138 0.1 0.0 -0.2
C -2.523 0.984 2.157 -0.1 0.0 0.0
C -3.831 1.257 2.513 0.1 0.0 0.0
C -4.737 0.211 2.601 -0.1 0.0 0.0
C -4.303 -1.066 2.311 0.1 0.0 -0.1
C -2.982 -1.245 1.931 -0.1 0.0 -0.1
N -2.095 -0.253 1.875 -0.1 0.0 -0.1
H -1.744 3.736 0.315 0.1 0.0 0.0
H -2.203 2.211 -0.429 0.1 0.0 -0.1
H -0.866 4.289 -1.607 0.0 0.0 0.0
H 0.527 3.364 -1.176 0.0 0.0 0.0
H -2.263 3.654 -3.457 0.0 0.0 0.0
H -2.287 2.441 -5.630 0.0 0.0 0.0
H -0.629 0.603 -5.988 0.0 0.0 0.0
H 0.932 0.050 -4.154 0.0 0.0 0.0
H 1.195 3.035 0.456 0.0 0.0 0.1
H 0.450 3.604 1.926 0.0 0.0 0.0
H 3.215 3.053 2.138 0.0 0.0 0.0
H 4.636 1.421 3.386 0.0 0.0 0.0
H 3.600 -0.761 4.054 0.0 0.0 0.0
H 1.283 -1.244 3.334 0.0 0.0 0.0
H -0.847 1.903 3.005 0.1 0.0 0.0
H -1.960 3.044 2.257 0.0 0.0 0.0
H -4.131 2.278 2.709 0.0 0.0 0.0
H -5.768 0.400 2.869 0.0 0.0 0.0
H -4.969 -1.916 2.334 0.0 0.0 0.0
H -2.630 -2.217 1.626 0.0 -0.1 0.0
N 1.389 0.193 -0.622 0.1 -0.2 -0.1
C 2.636 -0.528 -0.659 -0.1 0.1 0.0
C 3.788 0.204 -0.929 0.0 0.0 0.0
C 5.030 -0.401 -0.981 0.0 0.0 0.0
C 5.113 -1.766 -0.760 0.0 0.0 0.0
C 3.966 -2.489 -0.484 0.0 0.0 0.0
C 2.692 -1.906 -0.426 0.1 0.0 0.0
C 1.543 -2.763 -0.004 0.0 0.0 0.0
C 1.630 -4.128 -0.306 0.0 0.0 0.0
C 0.787 -5.051 0.287 0.0 0.0 0.0
C -0.121 -4.609 1.236 0.0 0.0 0.0
C -0.251 -3.246 1.466 0.0 0.0 0.0
C 0.501 -2.259 0.808 0.1 -0.2 0.1
H 1.624 1.176 -0.532 0.0 0.0 -0.1
H 0.910 0.166 -1.535 0.1 0.0 0.3
H 3.698 1.271 -1.109 0.0 0.0 0.0
H 5.917 0.185 -1.187 0.0 0.0 0.0
H 6.072 -2.268 -0.780 0.0 0.0 0.0
H 4.060 -3.542 -0.256 0.0 0.0 0.0
H 2.371 -4.477 -1.016 0.0 0.0 0.0
H 0.865 -6.101 0.034 0.0 0.0 0.0
H -0.739 -5.318 1.773 0.0 0.0 0.0
H -0.968 -2.944 2.223 0.0 0.0 0.0
F -4.346 -2.323 -2.632 0.2 0.0 0.1
C -3.183 -2.230 -1.969 -0.1 -0.1 0.0
F -3.315 -2.916 -0.823 0.0 0.1 0.1
F -2.238 -2.833 -2.697 -0.1 0.1 0.0
S -2.767 -0.454 -1.688 0.0 -0.1 0.1
O -3.779 0.028 -0.778 0.0 0.0 0.0
O -2.788 0.069 -3.025 0.0 0.1 -0.1
O -1.428 -0.505 -1.082 -0.3 0.0 -0.4

***

Quick rundown of ΔE to the lowest compared entry with this formula, charge and spin, same order as above: 15.8, 11.7, 10.7 kcal per mole